[1]
ORCA calculation (the ωB97M-V functional and the def2-TZVPD basis) on a structure of composition C33H46BeNP3 in a non-equilibrium geometry.

Calculated values
Charge: 0
Gap between HOMO and LUMO (alpha / beta), eV: 3.42 / 3.42
Lowest unoccupied orbital energy (alpha / beta), eV: -0.3 / -0.3

Last column: Mulliken charge in e.
Atoms and positions in Å:
P1 0.972 -4.623 -0.624  1.333
P2 0.823 4.565 -0.692  0.198
C1 0.127 -2.974 -0.799  0.828
C2 0.902 -1.708 -0.937  -0.639
H1 -0.479 -2.909 0.116  -0.790
H2 -0.594 -3.063 -1.623  -0.430
H3 1.360 -1.394 0.006  0.626
H4 1.662 -1.694 -1.736  0.215
C3 -0.695 4.792 -1.699  -0.674
H5 -1.543 5.129 -1.091  0.293
H6 -0.913 3.782 -2.085  -0.190
H7 -0.552 5.497 -2.535  0.454
C4 2.011 4.703 -2.076  -0.776
H8 1.641 5.305 -2.916  0.283
H9 2.138 3.651 -2.366  -0.012
H10 2.958 5.112 -1.710  0.354
C5 0.150 -5.665 -1.821  -1.413
H11 0.545 -6.687 -1.747  0.418
H12 0.318 -5.289 -2.843  0.369
H13 -0.934 -5.678 -1.632  0.401
C6 2.700 -4.376 -0.981  -1.351
H14 2.857 -3.328 -1.248  0.340
H15 3.026 -5.019 -1.806  0.414
H16 3.277 -4.590 -0.074  0.466
Be1 -0.372 -0.224 -1.507  -1.889
C7 0.070 1.065 -2.576  1.843
C8 -1.337 0.977 -2.530  -0.492
C9 -2.151 0.646 -3.755  -1.475
C10 -1.781 -0.668 -4.447  -0.914
C11 -1.004 -1.615 -3.579  0.004
C12 0.341 -1.682 -3.591  -0.606
C13 1.281 -0.631 -4.109  -0.744
C14 0.833 0.829 -3.878  -1.418
C15 0.762 -5.115 1.078  -1.409
H17 0.593 1.723 -1.876  -0.162
H18 -1.919 1.549 -1.788  0.647
H19 -2.070 1.476 -4.474  0.331
H20 -3.213 0.596 -3.471  0.408
H21 -2.714 -1.164 -4.761  0.394
H22 -1.238 -0.454 -5.386  0.283
H23 -1.587 -2.469 -3.198  0.411
H24 0.793 -2.666 -3.413  0.530
H25 1.511 -0.797 -5.181  0.406
H26 2.252 -0.752 -3.607  0.344
H27 1.746 1.453 -3.862  0.349
H28 0.252 1.170 -4.747  0.393
H29 0.854 -4.257 1.754  0.395
H30 1.533 -5.848 1.336  0.498
H31 -0.226 -5.564 1.206  0.404
N1 -0.667 0.313 -0.048  1.323
P3 -0.576 0.688 1.440  0.662
C16 0.981 1.501 2.008  0.346
C17 2.097 0.736 2.420  0.070
C18 3.141 1.335 3.127  -0.703
C19 3.178 2.734 3.248  -0.468
C20 2.172 3.512 2.665  -0.850
C21 1.041 2.893 2.115  -0.646
C22 -1.935 1.735 2.078  0.626
C23 -2.818 1.334 3.102  -0.398
C24 -3.665 2.270 3.708  -0.631
C25 -3.740 3.570 3.193  -0.541
C26 -3.008 3.921 2.046  -0.679
C27 -2.118 2.989 1.483  -0.365
C28 -0.586 -0.537 2.795  -0.074
C29 -0.923 -1.884 2.622  -0.559
C30 -0.752 -2.780 3.688  -0.530
C31 -0.375 -2.308 4.953  -0.549
C32 -0.146 -0.940 5.157  -0.835
C33 -0.257 -0.058 4.084  -0.146
H32 2.102 -0.348 2.274  0.295
H33 3.912 0.716 3.599  0.384
H34 3.995 3.207 3.800  0.369
H35 2.254 4.605 2.655  0.452
H36 0.228 3.522 1.746  0.560
H37 -2.813 0.307 3.468  0.465
H38 -4.236 1.986 4.595  0.379
H39 -4.382 4.305 3.676  0.370
H40 -3.099 4.916 1.614  0.435
H41 -1.526 3.270 0.606  -0.123
H42 -1.323 -2.198 1.655  0.422
H43 -0.932 -3.844 3.509  0.438
H44 -0.268 -3.019 5.780  0.376
H45 0.131 -0.571 6.150  0.412
H46 -0.055 1.001 4.265  0.464

---

[2]
ORCA calculation (the ωB97M-V functional and the def2-TZVPD basis) on a structure of composition C33H46BrMgN3P2Se in a non-equilibrium geometry.

Calculated values
Charge: +2
ΔE to the lowest compared entry with this formula, charge and spin, kcal/mol: 0.00
Gap between HOMO and LUMO, eV: 7.23
Lowest unoccupied orbital energy, eV: -6.1

Last column: Mulliken charge in e.
Atoms and positions in Å:
C1 2.317 4.271 -1.352  -0.342
C2 1.244 3.707 -2.103  0.193
C3 1.438 3.546 -3.498  -0.398
C4 2.705 3.822 -4.048  -0.431
N1 3.720 4.263 -3.304  -0.522
C5 3.547 4.514 -2.007  -0.378
C6 0.028 3.218 -1.509  0.095
C7 -0.738 2.437 -0.889  0.072
C8 -2.045 2.161 -0.259  1.215
C9 -2.522 0.931 0.365  0.971
C10 -3.744 0.859 1.123  -0.422
C11 -4.556 1.982 1.109  -0.200
C12 -4.211 3.183 0.438  -0.540
C13 -2.915 3.282 -0.172  -1.113
Mg1 -0.749 -0.140 0.992  1.224
P1 1.590 -0.488 -0.442  0.540
H1 0.647 3.111 -4.123  0.439
H2 2.234 4.426 -0.269  0.484
H3 2.891 3.679 -5.112  0.394
H4 4.405 4.919 -1.460  0.369
H5 -2.553 4.255 -0.529  0.479
H6 -2.273 -0.125 0.020  -1.506
H7 -4.902 4.036 0.412  0.461
H8 -4.059 -0.079 1.633  0.689
C14 2.358 -2.176 -0.254  -0.761
C15 3.521 -2.611 -1.151  -1.432
H9 1.546 -2.916 -0.357  0.468
H10 2.661 -2.191 0.806  0.656
H11 3.744 -3.669 -0.928  0.442
H12 3.289 -2.547 -2.221  0.264
H13 4.444 -2.046 -0.988  0.298
C16 1.873 -0.148 -2.244  -0.064
C17 3.249 0.255 -2.770  -1.574
H14 1.162 0.644 -2.527  0.227
H15 1.543 -1.065 -2.751  0.191
H16 3.191 0.343 -3.869  0.417
H17 3.572 1.235 -2.389  0.188
H18 4.041 -0.470 -2.548  0.289
C18 2.869 0.578 0.339  -0.062
C19 4.343 0.166 0.313  -1.452
H19 2.580 0.712 1.400  0.537
H20 2.717 1.552 -0.157  -0.097
H21 4.913 0.910 0.892  0.463
H22 4.523 -0.816 0.769  0.319
H23 4.778 0.139 -0.690  0.217
Br1 -6.318 1.854 1.889  -0.112
P2 -1.623 -1.733 -1.761  1.028
C20 -0.515 -2.531 -3.000  -0.489
C21 -1.029 -3.782 -3.687  -1.415
H24 0.412 -2.765 -2.451  0.224
H25 -0.242 -1.745 -3.721  0.568
H26 -0.231 -4.226 -4.284  0.452
H27 -1.351 -4.515 -2.945  0.252
H28 -1.864 -3.576 -4.362  0.259
C22 -2.826 -3.059 -1.201  -0.620
C23 -4.112 -3.172 -2.025  -1.318
H29 -3.020 -2.821 -0.128  0.369
H30 -2.262 -4.014 -1.171  0.487
H31 -4.795 -3.889 -1.537  0.433
H32 -4.616 -2.204 -2.108  0.285
H33 -3.933 -3.553 -3.041  0.225
C24 -2.592 -0.485 -2.776  -0.486
C25 -2.944 -0.913 -4.197  -1.362
H34 -1.950 0.418 -2.786  0.272
H35 -3.485 -0.201 -2.186  0.406
H36 -3.455 -0.083 -4.701  0.439
H37 -2.043 -1.153 -4.774  0.306
H38 -3.624 -1.775 -4.214  0.220
C26 -2.195 0.290 4.450  -0.833
N2 -0.747 0.089 4.445  0.411
C27 -0.102 -0.891 3.713  -0.462
Se1 -0.930 -2.070 2.460  -0.163
N3 1.133 -1.032 4.279  0.094
C28 1.228 -0.262 5.431  0.538
C29 2.069 -0.463 6.524  -0.875
C30 1.570 -0.042 7.776  -0.523
C31 0.344 0.649 7.870  -0.540
C32 -0.416 0.978 6.746  -0.879
C33 0.042 0.441 5.548  0.792
H39 -2.651 -0.379 5.211  0.382
H40 -2.622 0.085 3.454  0.117
H41 -2.391 1.335 4.734  0.347
H42 1.820 -1.769 4.081  0.298
H43 3.033 -0.962 6.404  0.421
H44 2.142 -0.267 8.704  0.366
H45 -0.008 0.944 8.872  0.371
H46 -1.315 1.598 6.775  0.411

---

[3]
ORCA calculation (the ωB97M-V functional and the def2-TZVPD basis) on a structure of composition C33H46BrN3O5SSbSr.

Calculated values
Charge: -1
ΔE to the lowest compared entry with this formula, charge and spin, kcal/mol: 0.00
Gap between HOMO and LUMO, eV: 7.35
Lowest unoccupied orbital energy, eV: 2.2

Last column: Mulliken charge in e.
Atoms and positions in Å:
Sr1 0.218 -0.767 -1.245  1.219
C1 -2.932 4.058 -3.281  -1.339
C2 -2.975 2.564 -3.131  0.575
C3 -4.031 1.799 -3.610  -0.572
C4 -4.024 0.422 -3.467  -0.760
C5 -2.932 -0.131 -2.824  -0.067
Br1 -2.802 -2.015 -2.580  -0.117
N1 -1.926 0.562 -2.342  0.717
C6 -1.940 1.885 -2.501  -1.047
H1 -3.880 4.442 -3.655  0.407
H2 -2.147 4.353 -3.981  0.318
H3 -2.719 4.540 -2.327  0.171
H4 -4.867 2.283 -4.102  0.397
H5 -4.828 -0.199 -3.833  0.465
H6 -1.086 2.416 -2.095  0.837
C7 2.367 -9.028 1.623  -1.447
C8 2.124 -7.579 1.296  1.077
C9 2.013 -6.627 2.302  -0.893
C10 1.764 -5.294 2.001  -0.387
C11 1.618 -4.910 0.678  -0.601
C12 1.728 -5.845 -0.342  -0.415
C13 1.985 -7.167 -0.029  -0.827
S1 1.200 -3.230 0.283  2.039
O1 1.613 -2.447 1.450  -0.899
O2 1.937 -2.900 -0.945  -0.744
N2 -0.303 -3.141 -0.073  -0.347
C14 -1.238 -3.051 1.048  -1.489
C15 -1.430 -1.627 1.608  0.329
O3 -1.863 -1.505 2.753  -0.741
O4 -1.171 -0.665 0.797  0.520
H7 2.785 -9.142 2.623  0.350
H8 3.056 -9.484 0.911  0.364
H9 1.434 -9.596 1.586  0.284
H10 2.128 -6.929 3.337  0.308
H11 1.692 -4.546 2.779  0.475
H12 1.620 -5.523 -1.369  0.455
H13 2.082 -7.897 -0.826  0.343
H14 -1.006 -3.718 1.883  0.228
H15 -2.219 -3.347 0.665  0.413
C16 -1.028 4.831 3.115  -1.455
C17 -0.767 4.314 1.705  0.318
C18 -1.591 5.093 0.679  -1.301
Sb1 -0.922 2.159 1.220  0.437
C19 0.182 1.376 2.919  1.445
C20 1.514 2.106 3.053  -1.448
C21 -0.594 1.328 4.228  -1.442
C22 -2.961 1.669 1.800  0.733
C23 -3.789 1.435 0.540  -1.165
C24 -3.663 2.634 2.745  -1.679
H16 -0.803 5.904 3.173  0.465
H17 -0.411 4.327 3.859  0.236
H18 -2.070 4.705 3.408  0.200
H19 0.291 4.490 1.475  0.379
H20 -2.665 4.925 0.817  0.189
H21 -1.339 4.794 -0.342  0.202
H22 -1.417 6.172 0.763  0.499
H23 0.364 0.345 2.608  -0.592
H24 1.377 3.147 3.361  0.224
H25 2.069 2.104 2.113  0.239
H26 2.139 1.624 3.813  0.496
H27 -0.896 2.323 4.567  0.190
H28 0.030 0.889 5.016  0.472
H29 -1.481 0.701 4.128  0.304
H30 -2.820 0.707 2.297  0.121
H31 -3.879 2.346 -0.065  0.293
H32 -4.805 1.115 0.801  0.426
H33 -3.339 0.656 -0.077  0.028
H34 -3.795 3.623 2.295  0.285
H35 -3.118 2.759 3.681  0.271
H36 -4.662 2.255 2.990  0.463
N3 4.718 2.113 -7.307  -0.586
C25 3.989 1.732 -6.501  0.021
C26 3.078 1.259 -5.499  0.626
C27 1.775 1.755 -5.439  -0.895
C28 0.908 1.287 -4.464  -0.466
C29 1.250 0.320 -3.501  0.134
C30 2.578 -0.149 -3.616  -0.207
C31 3.478 0.293 -4.576  -0.931
H37 1.461 2.502 -6.160  0.400
H38 -0.099 1.705 -4.470  0.274
H39 2.939 -0.918 -2.933  0.399
H40 4.486 -0.103 -4.624  0.419
C32 4.425 0.215 1.113  -1.386
C33 3.491 -0.026 -0.055  -0.135
O5 2.120 0.159 0.328  0.518
H41 5.464 0.094 0.802  0.422
H42 4.224 -0.505 1.910  0.293
H43 4.295 1.222 1.510  0.306
H44 3.621 -1.037 -0.451  0.157
H45 3.669 0.684 -0.862  0.329
H46 1.941 -0.474 1.046  -0.127